Density functional theory data (wB97M-V/def2-TZVPD) for one molecule with the formula C5H9NO at a distorted geometry.

Cartesian coordinates (Å):
C 2.023 1.274 -1.215
C 0.842 1.263 -0.305
C 0.789 0.437 0.705
N 0.479 -0.410 1.532
C -0.835 -1.091 0.977
C -1.379 -0.939 -0.445
O -1.929 -0.705 1.746
H 1.735 1.438 -2.255
H 2.577 0.335 -1.128
H 2.683 2.082 -0.882
H 0.166 2.110 -0.262
H -0.497 -2.112 1.109
H -1.927 -0.007 -0.652
H -0.641 -1.120 -1.227
H -2.123 -1.749 -0.420
H -1.741 -0.865 2.674

The SMILES is CC=C=N[C@H](C)O. The calculation puts the lowest unoccupied orbital energy at 0.90 eV. The largest force on an atom is 1.93 eV/A. Its total energy is -8866.34050 eV. As for the energy above the lowest of the compared OMol25 structures with the same formula, charge and spin: 2.872 eV. Its frontier orbital gap is 9.446 eV. Its HOMO energy is -8.6 eV. The total charge is 0.